Molecular formula: C25H51BrN8O10
Method: DFT, ωB97M-V/def2-TZVPD

Properties
- LUMO level (eV) = -0.90
- charge = 0
- SMILES string = NC1=C(Br)C(=O)OC1=O.CNC(C)=O.CNC(C)=O.CNC(C)=O.CNC(C)=O.CNC(C)=O.CNC(C)=O.CNC(C)=O

Each line ends with the Mulliken charge.
Geometry (Å):
N: -0.995542 1.211521 4.122234  -0.44
C: -2.473295 1.481485 4.419289  0.53
C: -3.614346 0.486101 4.528473  -0.27
Br: -3.511805 -1.516911 4.300065  -0.07
C: -4.954376 1.366161 4.872006  0.47
O: -6.260469 1.110051 4.764035  -0.51
O: -4.513240 2.701478 5.360898  -0.24
C: -3.228102 2.918632 4.675052  0.37
O: -2.628249 4.019200 4.215209  -0.53
H: -0.673615 0.603727 4.913473  0.33
H: -0.425598 2.103200 4.232897  0.27
C: -0.863336 1.857231 -0.386179  -0.71
N: -1.607448 1.053897 0.555119  0.30
C: -2.564327 0.119505 0.292809  0.82
C: -2.920971 -0.139076 -1.144586  -1.28
O: -3.104428 -0.479948 1.219038  -0.60
H: 0.199708 1.647329 -0.245744  0.22
H: -1.055455 2.908899 -0.161223  0.09
H: -1.140914 1.650372 -1.420795  0.38
H: -1.420214 1.173766 1.544300  -0.01
H: -3.697297 -0.907861 -1.196520  0.34
H: -3.308132 0.774663 -1.603441  0.29
H: -2.042817 -0.497193 -1.688664  0.33
C: -4.499524 6.341816 -0.609927  -0.88
N: -3.308366 5.528245 -0.544067  -0.10
C: -2.556346 5.223604 0.550999  0.85
C: -2.985299 5.784548 1.878216  -1.42
O: -1.563103 4.510657 0.432143  -0.75
H: -5.309514 5.726187 -1.008375  0.27
H: -4.306935 7.170781 -1.294943  0.31
H: -4.788848 6.736071 0.365329  0.33
H: -2.958970 5.115508 -1.401665  0.22
H: -2.290006 5.456443 2.656244  0.25
H: -2.974014 6.877248 1.842998  0.41
H: -3.984706 5.420911 2.131944  0.41
C: -4.623856 0.618775 -6.560324  -0.86
N: -4.580424 1.034302 -5.178100  -0.13
C: -5.286306 0.532809 -4.125605  0.80
C: -6.242266 -0.596332 -4.392710  -1.36
O: -5.129075 1.005268 -3.002656  -0.64
H: -3.619105 0.303545 -6.851783  0.29
H: -4.920581 1.479394 -7.164318  0.29
H: -5.324385 -0.200862 -6.726830  0.32
H: -3.957195 1.791960 -4.922280  0.23
H: -6.731764 -0.890002 -3.459671  0.29
H: -7.011343 -0.274993 -5.100257  0.40
H: -5.699331 -1.460417 -4.785140  0.36
C: 1.599461 -2.070995 -0.679345  -0.75
N: 1.273398 -1.408454 0.561547  0.17
C: 1.908562 -1.511163 1.763016  0.80
C: 3.104467 -2.417811 1.852247  -1.31
O: 1.497967 -0.872691 2.728790  -0.72
H: 1.796692 -1.303979 -1.432094  0.19
H: 0.733581 -2.662307 -0.986137  0.38
H: 2.469997 -2.722134 -0.587395  0.14
H: 0.477727 -0.780318 0.577576  0.02
H: 3.504550 -2.396894 2.870042  0.32
H: 2.812852 -3.444823 1.616518  0.31
H: 3.884628 -2.075470 1.166990  0.45
C: 8.439532 -3.089856 4.910944  -0.83
N: 7.503370 -3.687885 3.988418  -0.20
C: 6.440237 -3.101448 3.369266  0.80
C: 6.171972 -1.649922 3.654343  -1.18
O: 5.737510 -3.759137 2.606002  -0.62
H: 9.441842 -3.184078 4.486277  0.28
H: 8.392726 -3.645881 5.850180  0.28
H: 8.222709 -2.037552 5.100455  0.33
H: 7.621769 -4.665746 3.748266  0.24
H: 5.294081 -1.322230 3.090130  0.17
H: 5.970273 -1.509698 4.719714  0.35
H: 7.027863 -1.044115 3.344708  0.40
C: 2.541953 4.518936 -3.130010  -0.84
N: 2.352070 3.135786 -3.498700  -0.18
C: 2.571786 2.024612 -2.740723  0.87
C: 3.075609 2.217562 -1.337478  -1.21
O: 2.357366 0.910489 -3.211579  -0.67
H: 1.582679 5.032098 -3.231505  0.27
H: 3.261230 4.959607 -3.824251  0.29
H: 2.907604 4.631006 -2.108242  0.33
H: 2.013581 2.928076 -4.431537  0.24
H: 3.203236 1.243187 -0.857149  0.12
H: 4.044470 2.723889 -1.354917  0.46
H: 2.352297 2.796923 -0.757320  0.36
C: 0.842819 -7.953278 -1.894895  -0.86
N: 0.739905 -6.524018 -2.072979  -0.20
C: 1.474619 -5.545687 -1.472500  0.74
C: 2.537171 -5.962922 -0.494204  -1.06
O: 1.256927 -4.366396 -1.738651  -0.61
H: 1.065548 -8.401253 -2.866263  0.28
H: -0.123027 -8.321714 -1.541461  0.28
H: 1.620265 -8.228936 -1.180849  0.33
H: 0.044112 -6.167967 -2.718737  0.24
H: 3.038483 -5.075332 -0.097617  0.06
H: 2.084399 -6.505814 0.339838  0.35
H: 3.282662 -6.585959 -0.995694  0.39

Atomic forces in eV per Å
N -2.7187 1.7151 2.0370
C -3.4680 -2.4752 0.7981
C 2.4231 3.4614 -0.1182
Br -0.3030 3.0980 0.3735
C -5.0594 -1.7133 -0.5898
O 9.2299 1.6634 0.9359
O 2.1189 -1.0351 -3.2460
C 4.1294 2.5411 -2.3973
O -4.7005 -6.5461 3.8323
H -0.3679 0.2813 -1.2163
H -1.3149 -1.2133 -0.3205
C 0.2280 0.2545 0.1960
N -0.5209 -0.6487 -0.0347
C 0.0915 -0.0523 0.6719
C -0.0788 -0.0963 -0.0726
O 0.0019 0.1171 -0.2420
H 0.1289 0.0288 -0.2697
H 0.2878 -0.4735 -0.3977
H 0.0088 -0.1411 0.1964
H 0.0311 -0.0304 -0.1464
H 0.1657 0.2340 0.1524
H 0.1255 -0.2067 -0.0858
H -0.0353 0.1483 -0.0905
C 0.0218 -0.1410 -0.3937
N 0.5283 -0.2234 0.4253
C 0.1727 -0.1847 -0.3088
C 0.2352 0.0276 0.1648
O -0.3587 0.8978 0.2657
H -0.1678 0.2448 0.0883
H -0.2738 0.1149 0.1035
H 0.1502 -0.1429 -0.1700
H -0.1458 0.0957 0.2296
H -0.2283 0.0891 -0.4421
H -0.1998 -0.0578 0.0122
H 0.0643 0.1920 0.0512
C 0.3100 0.3141 0.0030
N -0.2461 -0.1325 0.4688
C 0.3358 0.5759 0.6909
C -0.1806 -0.1719 0.1431
O -0.2270 -0.2026 -0.6100
H -0.1534 -0.1037 -0.2695
H -0.0230 -0.2171 -0.2455
H 0.1301 0.1791 0.1342
H -0.1689 -0.2320 -0.0778
H 0.2131 0.1875 -0.1659
H 0.0961 -0.1817 -0.0516
H -0.1672 0.0587 -0.1114
C -0.5603 0.6196 -0.0699
N 0.5012 0.2392 1.0397
C -0.7453 0.4360 -0.3133
C 0.0138 0.0509 0.2256
O 0.2029 -0.0221 0.1486
H 0.1417 -0.1468 -0.2081
H 0.4764 0.3557 0.0508
H -0.3303 0.2282 0.0812
H 0.0947 -0.1459 0.0332
H -0.2865 -0.0176 -0.3168
H 0.2322 0.0980 -0.0804
H -0.0414 -0.2861 -0.0030
C 0.1293 -0.4125 -0.0410
N -0.4368 0.1522 -0.2828
C -0.2771 -0.7603 -0.4860
C -0.1602 0.2239 -0.0805
O 0.3690 0.3154 0.3414
H 0.0861 0.1951 0.2497
H 0.1919 0.2422 0.1155
H -0.0316 -0.2347 -0.1020
H -0.0349 0.2775 0.0703
H 0.2866 -0.1749 0.1405
H 0.1339 0.1385 -0.0838
H -0.0596 0.0316 0.2008
C -0.1519 0.0094 -0.4036
N 0.0521 -0.4557 0.2019
C -0.2572 -0.7228 -0.5838
C 0.0701 -0.1309 0.2216
O 0.1042 0.5015 0.2911
H 0.1572 0.2490 0.1630
H -0.0012 0.2587 0.1952
H -0.0967 -0.1222 -0.2085
H 0.1024 0.0534 0.2737
H -0.1004 0.1629 -0.2318
H -0.1334 0.0917 0.1262
H 0.1963 0.0729 0.0167
C -0.3312 0.0522 -0.2792
N 0.2567 0.4460 0.2241
C -0.4721 0.5648 -0.5150
C 0.1770 0.1253 0.1409
O 0.2298 -1.6296 -0.3624
H 0.0434 -0.2699 0.1741
H 0.1610 -0.2849 0.0447
H -0.1476 0.1564 -0.1402
H 0.1973 -0.1000 0.1836
H -0.1711 -0.1740 -0.1681
H 0.1693 -0.0863 -0.0834
H -0.0702 -0.0675 0.1889